1.
Below is a single C6H7NO molecule in a non-equilibrium geometry, with properties calculated with wB97M-V/def2-TZVPD.

Output
* E: -9867.3106 eV
* total charge: 0

Geometry as XYZ:
```
15
Properties=species:S:1:pos:R:3:mulliken_charge:R:1
C -0.810 1.166 -0.511 -0.801
H 3.251 -0.185 -0.496 0.297
O 0.990 -0.136 -1.047 -0.217
C -0.974 2.205 0.117 0.246
H -1.320 -2.207 -0.792 0.365
C -0.443 -0.048 -1.089 0.317
C -1.487 -0.965 0.868 -0.604
H -0.602 -0.053 -2.213 0.248
H -1.190 3.039 0.660 0.477
N 1.320 0.117 0.266 -0.287
H -2.028 -1.723 1.456 0.262
C 2.596 -0.030 0.375 -0.366
C -1.115 -1.221 -0.423 -0.351
H -1.207 -0.019 1.405 0.170
H 3.019 0.060 1.424 0.244
```

2.
Below is 2 unconnected molecules or ions with the total composition C3H5BO4 in a non-equilibrium geometry, with properties calculated with wB97M-V/def2-TZVPD.

Output
* E: -12058.4646 eV
* total charge: 0

Geometry as XYZ:
```
13
Properties=species:S:1:pos:R:3:mulliken_charge:R:1
O 1.774 -1.587 -0.018 -0.388
O -1.394 2.029 0.107 -0.472
H -1.018 -2.379 -0.647 0.318
C 1.790 0.862 0.045 -1.058
O -0.594 -0.799 1.261 -0.594
H -0.365 -0.064 1.928 0.366
C -1.486 0.918 -0.471 0.050
H -1.394 0.947 -1.649 0.225
C 1.734 -0.430 0.095 0.882
B -1.293 -0.574 0.113 0.589
O -1.478 -1.617 -0.781 -0.550
H 2.655 1.289 -0.375 0.263
H 1.069 1.407 0.391 0.370
```

3.
Below is 6 unconnected molecules or ions with the total composition C22H31F15IO10P, with properties calculated with wB97M-V/def2-TZVPD.

Output
* E: -101945.6058 eV
* total charge: 0

Geometry as XYZ:
```
80
Properties=species:S:1:pos:R:3:mulliken_charge:R:1
F 0.216 -4.065 -3.056 -0.260
P -6.387 -1.711 3.621 -0.078
F -6.885 -1.988 -1.363 -0.272
H -6.976 -8.163 -1.868 0.377
H 5.765 9.870 5.277 0.312
H -1.647 -2.024 0.556 0.144
C 4.688 5.673 5.467 0.969
C -6.508 -7.205 -1.645 -1.111
H -4.890 -0.779 5.231 0.330
F -5.010 -2.260 -2.404 -0.247
H -2.388 0.147 -0.370 0.372
C 2.821 3.037 3.068 0.074
H 4.591 1.972 3.639 0.374
H 3.233 4.018 3.271 0.088
C 3.490 -3.399 -6.121 -0.792
C 5.252 -2.955 -8.624 0.331
F -0.623 3.679 0.738 -0.275
O 1.974 3.222 1.909 -0.354
C 0.209 2.666 0.467 0.936
C 5.572 -3.507 -10.031 0.905
H 2.213 2.739 3.921 0.319
H -7.199 0.960 4.292 0.299
O 3.139 7.324 4.640 -0.517
F 5.615 5.313 4.570 -0.275
F 3.680 4.808 5.387 -0.231
C -1.883 -0.572 -1.012 -1.134
H -1.279 -0.030 -1.737 0.348
H 2.927 9.443 6.352 0.316
F 6.870 -3.827 -10.107 -0.254
C 0.666 -2.208 -1.627 0.366
F 2.109 -3.057 -3.298 -0.272
O 0.806 1.350 2.397 -0.542
H -7.167 -0.797 2.880 0.001
C -1.034 -1.500 -0.173 -0.016
F -0.516 1.617 0.094 -0.241
C 4.800 9.368 5.283 -0.226
H 4.345 9.798 7.340 0.303
H -6.582 1.274 5.896 0.303
H 2.933 -4.291 -6.410 0.304
C -7.559 -6.120 -1.583 -0.221
H -5.772 -6.992 -2.419 0.316
C -5.960 -0.644 5.074 -0.550
C 1.193 -3.432 -2.407 0.889
C 1.039 2.310 1.719 0.349
H 3.097 -2.559 -6.694 0.334
H -5.487 1.422 4.512 0.251
F 4.857 -4.601 -10.302 -0.247
H -5.985 -7.283 -0.692 0.303
O -6.282 -4.459 -3.296 -0.516
H -2.638 -1.138 -1.560 0.330
F 1.765 -4.302 -1.565 -0.270
H -8.303 -6.340 -0.820 0.311
O -0.435 -2.542 -0.980 -0.367
F 5.227 5.581 6.682 -0.264
C 3.898 9.936 6.355 -1.088
C 3.920 2.039 2.783 -1.183
H -0.257 -0.960 0.364 0.306
H 4.360 9.465 4.291 0.330
C 4.191 7.103 5.166 0.338
C -5.864 -2.832 -1.562 0.975
F 5.311 -2.596 -10.959 -0.239
O 5.222 -3.952 -7.756 -0.310
H -8.074 -6.001 -2.535 0.328
H 5.359 -4.420 -5.797 0.334
H 3.512 1.048 2.586 0.345
H 5.538 -2.698 -6.128 0.327
C 4.966 -3.590 -6.379 -0.312
I -4.319 -1.596 2.332 0.013
F 0.987 3.028 -0.552 -0.262
H 4.495 2.346 1.909 0.331
O 5.108 7.978 5.538 -0.309
O 1.231 -1.154 -1.620 -0.537
C -6.391 -4.162 -2.143 0.287
H 3.746 11.001 6.185 0.370
F -5.246 -3.020 -0.395 -0.176
C -6.316 0.846 4.925 -0.912
O 5.099 -1.790 -8.402 -0.507
H 3.314 -3.208 -5.064 0.189
O -6.984 -4.856 -1.186 -0.293
H -6.511 -1.058 5.922 0.332
```

4.
Below is a molecular structure, C13H47N20O9 in a non-equilibrium geometry, with properties calculated with wB97M-V/def2-TZVPD.

Output
* E: -62474.4291 eV
* total charge: +1

Geometry as XYZ:
```
89
Properties=species:S:1:pos:R:3:mulliken_charge:R:1
N 0.547 1.806 1.571 -0.270
H 0.836 -2.386 -6.881 0.158
C -0.900 -2.453 2.054 0.063
C -0.887 2.859 -2.300 0.768
N -0.853 2.310 -3.537 -0.334
H 5.986 -1.321 -2.005 0.146
H -1.228 2.324 -0.371 0.116
N -2.717 -6.413 -2.618 -0.337
H 0.765 0.903 1.200 0.090
H 3.923 2.027 -4.621 0.208
H -5.019 6.502 4.484 0.217
N -6.877 7.063 7.041 -0.386
H 1.075 5.202 5.580 0.214
H -6.986 7.724 7.787 0.221
H -1.022 -2.132 -0.010 0.301
H 4.408 -5.998 0.210 0.183
H 2.321 -3.450 1.620 0.404
C 2.588 3.206 -3.670 0.511
H -1.602 -3.549 0.425 0.410
H -1.051 1.348 -3.718 0.121
H -2.458 -1.737 3.004 0.374
N 4.560 -5.032 -0.008 -0.414
H -1.426 -5.063 -6.504 0.199
H -2.446 -6.269 -3.572 0.157
O 1.860 2.282 -3.318 -0.507
N -0.818 -2.908 0.620 -0.127
H 2.479 -1.674 -2.174 0.170
H -0.485 -4.170 -7.641 0.169
N 2.881 -0.938 -2.721 -0.129
C 4.221 -0.675 -2.762 0.261
H -1.296 7.492 6.836 0.146
H 2.876 -4.776 -2.726 0.187
H 5.133 -4.481 0.604 0.226
O 4.680 0.238 -3.432 -0.680
H 0.570 -3.037 3.696 0.381
H -0.581 2.900 -4.298 0.212
C 0.528 -3.482 0.319 -0.544
H -0.264 3.918 2.750 0.127
N 2.311 4.502 -3.356 -0.348
H 0.000 -4.307 2.699 0.394
H 3.091 -6.169 -1.730 0.174
C -0.359 -3.571 -5.645 0.659
O -5.111 8.245 6.253 -0.637
N -1.616 6.848 6.139 -0.337
O 4.240 -3.225 -1.345 -0.608
N 0.468 5.886 5.988 -0.364
H 0.841 -2.002 -5.199 0.180
H 0.396 -4.530 0.606 0.340
N 3.714 2.986 -4.401 -0.361
H 2.281 -0.335 -3.257 0.102
C 0.290 -3.242 2.664 -0.791
C -0.826 5.909 5.558 0.632
N -2.232 -2.612 2.556 -0.650
C 1.360 -2.953 1.537 -0.504
N 3.271 -5.200 -1.908 -0.370
H 0.937 -3.377 -0.681 0.303
H 0.834 6.508 6.682 0.169
H -3.349 -7.159 -2.397 0.240
N -0.781 -4.321 -6.695 -0.386
H 4.640 -2.243 -1.436 0.597
N -5.751 6.365 5.155 -0.377
H -2.575 6.893 5.844 0.117
C 4.039 -4.409 -1.102 0.556
H -0.624 -1.393 2.078 0.110
O -1.052 0.828 2.811 -0.671
H 1.407 -1.861 1.577 0.203
H -7.507 6.288 6.983 0.161
O -2.617 -5.826 -0.423 -0.681
N -1.205 1.976 -1.311 -0.306
H -1.395 1.009 -1.476 0.092
H -6.356 5.573 5.056 0.163
N -0.744 3.078 3.006 -0.337
H -1.111 -4.089 -1.169 -0.148
C -2.276 -5.643 -1.589 0.640
H 2.885 5.274 -3.631 0.155
H -1.102 -4.440 -2.880 0.407
H 1.078 2.598 1.258 0.175
C -5.864 7.286 6.156 0.671
N -1.423 -4.643 -1.930 -0.087
H -2.298 -3.368 3.220 0.250
O -1.246 5.132 4.704 -0.628
N 0.512 -2.575 -5.952 -0.359
O -0.742 -3.779 -4.491 -0.763
H -1.477 3.137 3.686 0.162
O -0.624 4.035 -2.077 -0.706
H 1.472 4.677 -2.823 0.224
N 4.999 -1.493 -1.999 -0.398
H 4.331 3.708 -4.717 0.148
C -0.459 1.861 2.490 0.783
```

5.
Below is a single C5H11NOS molecule in a non-equilibrium geometry, with properties calculated with wB97M-V/def2-TZVPD.

Output
* E: -19734.7642 eV
* total charge: 0

Geometry as XYZ:
```
19
Properties=species:S:1:pos:R:3:mulliken_charge:R:1
H -0.895 -2.844 -1.335 0.251
C 0.219 1.109 -0.851 -0.627
H -2.491 -2.255 -0.907 0.453
H -0.810 1.960 0.783 0.357
C -1.510 -2.213 -0.558 -0.631
H 2.688 1.680 1.004 0.134
H -1.014 -2.007 1.494 0.245
O 0.738 -0.899 -1.910 -0.605
H -2.320 -3.267 1.167 0.283
C 0.137 1.461 0.692 -0.437
N -1.242 -0.807 -0.569 -0.175
H -0.123 0.566 1.332 0.206
C -0.034 -0.355 -1.121 0.480
C -1.387 -2.810 0.846 -0.804
H 1.202 1.350 -1.314 0.307
S 1.571 2.293 1.502 -0.260
H -0.414 1.773 -1.549 0.288
H -2.156 -0.280 -0.244 0.306
H -0.568 -3.661 0.759 0.228
```

6.
Below is a single C5H7N molecule in a non-equilibrium geometry, with properties calculated with wB97M-V/def2-TZVPD.

Output
* E: -6784.8905 eV
* total charge: 0

Geometry as XYZ:
```
13
Properties=species:S:1:pos:R:3:mulliken_charge:R:1
H 1.389 -1.434 0.399 0.364
C 0.347 -1.323 0.553 -0.614
H -2.378 1.447 0.631 0.257
H -0.572 -1.260 -1.755 0.260
H 1.912 0.777 0.531 0.404
H 0.819 2.017 -0.160 0.378
H 0.045 -1.667 1.532 0.209
C 1.191 1.043 -0.129 -1.450
H 1.622 0.664 -1.123 0.277
C -1.398 -0.003 -0.075 0.689
C 0.069 0.090 0.274 0.561
C -0.608 -1.054 -0.628 -0.567
N -2.438 0.701 -0.049 -0.768
```

Relative energy (zero: lowest compared OMol25 entry of this formula, charge and spin) in kcal/mol, matching the order above: 123.3; 0.0; 0.0; 67.5; 53.8; 83.5
Orbital gap in eV, matching the order above: 10.64; 9.35; 9.00; 7.73; 9.70; 9.89